[1]
A single C8H9N5 molecule in a non-equilibrium geometry, computed with ωB97M-V/def2-TZVPD.

Last column: Mulliken charge in e.
Atoms and positions in Å:
N1 1.764 -0.560 -0.065  -0.64
C1 0.574 -0.352 -0.933  0.48
C2 0.875 0.690 -2.029  -0.54
C3 0.130 1.691 -2.319  -0.53
C4 -0.769 2.085 -1.280  -0.47
C5 -1.198 1.105 -0.399  -0.25
C6 -0.699 -0.163 -0.106  0.43
N2 -1.192 -0.687 0.962  -0.65
N3 -0.907 -1.912 1.546  0.26
C7 0.129 -2.772 1.651  -0.07
N4 -0.028 -3.554 2.703  -0.46
N5 -1.231 -3.253 3.215  -0.42
C8 -1.758 -2.340 2.489  -0.20
H1 2.249 0.323 0.152  0.30
H2 1.253 -0.775 0.766  0.15
H3 0.433 -1.352 -1.300  0.23
H4 1.807 0.408 -2.484  0.36
H5 0.367 2.476 -2.980  0.38
H6 -1.160 3.135 -1.378  0.31
H7 -2.116 1.363 0.194  0.30
H8 0.994 -2.795 1.086  0.61
H9 -2.660 -1.830 2.761  0.41

Molar mass (u): 175.20
SMILES: N[C@@H]1C=CC=C/C1=N/n1cnnc1
Multiplicity: 1
HOMO (eV): -8.808
E_LUMO (eV): -0.9
Calculated total energy (hartree): -583.85931

---

[2]
A molecular structure, C8H9N5OSbSe4Ti in a non-equilibrium geometry, computed with ωB97M-V/def2-TZVPD.

Last column: Mulliken charge in e.
Atoms and positions in Å:
Ti1 -0.665 0.348 -0.322  0.13
C1 -2.614 -1.219 0.177  -0.46
C2 -1.580 -1.952 -0.413  -0.57
C3 -0.367 -2.113 0.262  -0.25
C4 -0.197 -1.560 1.532  -0.33
C5 -1.209 -0.800 2.106  -0.08
C6 -2.416 -0.624 1.424  -0.66
H1 -3.567 -1.128 -0.325  0.52
H2 -1.743 -2.428 -1.366  0.51
H3 0.419 -2.707 -0.181  0.29
H4 0.717 -1.733 2.077  0.37
H5 -1.080 -0.374 3.091  0.38
H6 -3.224 -0.084 1.890  0.51
Se1 -4.417 0.260 -2.494  -0.70
Sb1 -2.323 1.460 -2.176  0.93
Se2 -0.236 -0.209 -2.691  -0.58
Se3 -2.081 2.406 0.652  -0.43
Se4 -2.061 3.375 -3.612  -0.64
N1 4.412 -0.023 1.220  -0.65
N2 3.326 0.300 0.435  1.11
N3 3.432 1.031 -0.649  -0.96
C7 2.178 1.117 -1.039  -0.29
N4 1.358 0.426 -0.215  0.47
N5 2.119 -0.072 0.740  -0.65
H7 5.239 0.232 0.699  0.32
H8 4.399 -1.014 1.415  0.25
H9 1.860 1.648 -1.915  0.50
O1 0.576 3.143 -0.121  -0.49
C8 -0.253 2.295 -0.199  0.45

Molar mass (u): 676.66
Charge: -1
Multiplicity: 1
HOMO (alpha / beta) (eV): -3.327 / -3.300
E_LUMO (alpha / beta) (eV): 1.8 / 1.8
Calculated total energy (hartree): -11354.74250

---

[3]
A single C8H9NO molecule in a non-equilibrium geometry, computed with ωB97M-V/def2-TZVPD.

Last column: Mulliken charge in e.
Atoms and positions in Å:
C1 2.756 -1.538 -1.779  -1.34
C2 1.544 -0.886 -1.002  1.08
C3 0.398 -0.481 -1.733  -0.71
C4 -0.680 0.022 -1.010  -0.77
C5 -0.567 0.239 0.370  0.21
C6 -1.684 0.799 1.188  0.18
N1 -1.842 2.196 0.990  -0.51
O1 -2.495 0.169 1.764  -0.54
C7 0.634 -0.088 1.055  -0.30
C8 1.726 -0.668 0.321  -0.48
H1 2.769 -2.658 -1.720  0.27
H2 3.480 -1.297 -1.199  0.44
H3 2.825 -1.195 -2.969  0.29
H4 0.487 -0.668 -2.763  0.41
H5 -1.311 0.393 -1.544  0.66
H6 -2.519 2.391 1.579  0.23
H7 -1.051 2.795 0.254  0.34
H8 0.659 0.092 2.152  0.35
H9 2.765 -0.979 0.712  0.18

Molar mass (u): 135.17
SMILES: Cc1ccc(C(N)=O)cc1
Multiplicity: 1
HOMO (eV): -9.207
E_LUMO (eV): 0.7
Calculated total energy (hartree): -440.12652

---

[4]
A single C8H9NO2S molecule in a non-equilibrium geometry, computed with ωB97M-V/def2-TZVPD.

Last column: Mulliken charge in e.
Atoms and positions in Å:
C1 -1.348 -0.438 0.390  1.80
C2 -0.415 -0.071 -0.310  -1.13
C3 -2.515 -1.027 0.672  -1.29
C4 -2.591 -1.122 3.107  0.56
C5 0.329 1.481 -2.133  -1.55
C6 1.518 1.340 0.171  -1.36
C7 1.706 -0.573 -1.420  -1.23
C8 0.799 0.532 -0.921  1.50
N1 -1.352 -3.244 1.917  -0.25
O1 -2.786 -0.303 3.924  -0.42
O2 -3.009 -1.015 1.844  -0.06
S1 -1.447 -2.681 3.257  0.27
H1 0.961 2.276 -2.174  0.44
H2 0.119 0.964 -3.089  0.36
H3 -0.665 1.890 -1.899  0.37
H4 0.964 2.208 0.695  0.31
H5 2.248 1.928 -0.484  0.35
H6 1.698 0.551 0.979  0.35
H7 2.718 -0.240 -1.966  0.26
H8 1.042 -1.222 -2.020  0.39
H9 2.027 -1.233 -0.539  0.33

Molar mass (u): 183.23
Multiplicity: 1
HOMO (eV): -7.866
E_LUMO (eV): -1.7
Calculated total energy (hartree): -913.34851

---

[5]
A single C8H9NO2S molecule in a non-equilibrium geometry, computed with ωB97M-V/def2-TZVPD.

Last column: Mulliken charge in e.
Atoms and positions in Å:
C1 2.953 -0.312 1.155  -0.85
C2 1.403 0.084 -1.053  -0.53
C3 0.496 0.737 -0.090  0.26
C4 -0.896 0.277 -0.218  0.23
C5 -1.268 -1.039 0.147  -0.12
C6 -2.618 -1.457 0.031  -0.33
C7 -3.253 0.713 -0.742  -0.51
C8 -1.971 1.201 -0.696  -0.04
H1 2.493 -1.383 1.201  0.25
H2 2.299 0.330 1.725  0.38
H3 3.938 -0.595 1.913  0.29
H4 1.199 -0.846 -1.628  0.46
H5 -0.115 2.154 0.988  0.39
H6 -0.354 -1.664 0.527  0.23
H7 -2.980 -2.431 0.397  0.36
H8 -4.097 1.211 -1.134  0.43
H9 -1.602 2.254 -1.170  0.25
N1 -3.486 -0.607 -0.186  -0.50
O1 3.936 -0.889 -1.142  -0.61
O2 0.689 1.992 0.565  -0.46
S1 3.231 0.269 -0.589  0.42

Molar mass (u): 183.23
Multiplicity: 1
HOMO (eV): -8.901
E_LUMO (eV): -0.4
Calculated total energy (hartree): -913.48456

---

[6]
A gas-phase ion, C8H9NO3P (charge -1) in a non-equilibrium geometry, computed with ωB97M-V/def2-TZVPD.

Last column: Mulliken charge in e.
Atoms and positions in Å:
C1 2.223 -2.388 0.632  -1.26
C2 1.334 -1.572 -0.248  0.77
O1 1.846 -1.398 -1.370  -0.72
N1 0.312 -0.942 0.392  -0.44
P1 -1.416 -0.450 -0.688  -0.06
C3 -0.353 0.498 -1.890  -0.78
C4 0.124 1.893 -1.548  -0.50
C5 -0.144 2.448 -0.345  -0.35
C6 -1.018 2.018 0.693  -0.06
C7 -1.655 0.798 0.620  0.29
C8 -2.391 -0.035 1.583  0.35
O2 -2.644 0.419 2.707  -0.74
O3 -2.877 -1.135 1.079  -0.64
H1 2.792 -1.655 1.128  0.29
H2 2.790 -3.056 0.083  0.37
H3 1.734 -2.904 1.554  0.30
H4 0.035 -1.375 1.238  0.27
H5 -0.913 0.526 -2.806  0.51
H6 0.509 -0.100 -1.959  0.30
H7 0.900 2.276 -2.149  0.39
H8 0.150 3.448 -0.248  0.35
H9 -1.337 2.688 1.545  0.34

Molar mass (u): 198.14
SMILES: CC(=O)NP1CC=CC=C1C(=O)[O-]
Charge: -1
Multiplicity: 1
HOMO (eV): -4.479
E_LUMO (eV): 3.3
Calculated total energy (hartree): -932.07158

---

[7]
A molecular structure, C8H9NS in a non-equilibrium geometry, computed with ωB97M-V/def2-TZVPD.

Last column: Mulliken charge in e.
Atoms and positions in Å:
C1 2.817 -1.491 -0.443  -0.31
C2 1.479 -1.227 -0.550  -0.32
C3 3.502 -0.484 0.106  -0.39
C4 1.093 -0.029 -0.032  0.36
C5 -0.107 0.747 -0.193  0.23
C6 -1.779 1.816 -0.383  -0.50
C7 -1.620 0.304 -0.292  0.34
C8 -2.235 -0.335 0.958  -1.44
N1 -0.305 2.032 -0.112  -0.69
S1 2.471 0.880 0.449  -0.15
H1 3.301 -2.477 -0.696  0.31
H2 0.613 -1.925 -0.873  0.27
H3 4.484 -0.633 0.644  0.34
H4 -1.903 2.112 -1.400  0.30
H5 -2.457 2.313 0.409  0.28
H6 -1.946 -0.236 -1.317  0.27
H7 -1.819 0.209 1.725  0.45
H8 -2.186 -1.405 0.968  0.36
H9 -3.401 -0.170 1.032  0.30

Molar mass (u): 151.23
Multiplicity: 1
HOMO (eV): -8.826
E_LUMO (eV): 0.3
Calculated total energy (hartree): -763.08819

---

[8]
A gas-phase ion, C8H9O3 (charge -1) in a non-equilibrium geometry, computed with ωB97M-V/def2-TZVPD.

Last column: Mulliken charge in e.
Atoms and positions in Å:
C1 -3.232 -0.118 0.060  -0.25
C2 -3.270 1.171 -0.232  0.08
C3 -2.084 -1.048 -0.276  0.80
C4 -0.548 0.889 -1.258  -0.92
C5 -0.782 -0.532 -0.865  -0.20
C6 0.328 0.343 -0.222  1.44
C7 0.079 0.814 1.192  -1.50
C8 1.743 -0.208 -0.432  -1.31
O1 -3.576 2.301 -0.446  -0.65
O2 -2.313 -2.256 -0.122  -0.81
O3 -4.280 -0.924 0.579  -0.66
H1 -0.153 1.151 -2.233  0.24
H2 -0.166 -1.335 -1.304  0.28
H3 -1.015 1.126 1.427  0.29
H4 0.426 1.845 1.441  0.38
H5 0.269 0.181 2.053  0.38
H6 2.060 -0.439 0.509  0.43
H7 2.283 0.653 -0.975  0.26
H8 1.719 -1.026 -1.209  0.33
H9 -3.930 -1.860 0.438  0.39

Molar mass (u): 153.16
Charge: -1
Multiplicity: 3
HOMO (alpha / beta) (eV): -0.865 / -2.859
E_LUMO (alpha / beta) (eV): 3.4 / 2.9
Calculated total energy (hartree): -535.77595